No. 1
{
  "formula": "C2H2FLiO2Ru",
  "method": "ωB97M-V with the def2-TZVPD basis set",
  "elements": ["H", "O", "C", "C", "O", "Li", "Ru", "F", "H"],
  "coordinates": [[-0.979, 1.324, -0.978], [-1.449, -1.384, 0.003], [-1.484, -0.233, -0.413], [-0.253, 0.330, -1.064], [0.866, -0.089, -0.441], [0.337, -1.852, 0.552], [2.546, 0.553, -0.733], [-2.406, 0.557, 0.181], [-0.243, 0.273, -2.166]],
  "spin_multiplicity": 6,
  "homo_energy_ev": [-26.080, -25.837],
  "total_charge": 3,
  "gap_ev": [10.54, 6.08],
  "s2": 8.763
}

---

No. 2
{
  "formula": "C2H2FLiO2Y",
  "method": "ωB97M-V with the def2-TZVPD basis set",
  "elements": ["H", "O", "C", "C", "O", "Li", "Y", "F", "H"],
  "coordinates": [[2.549, -0.341, -1.027], [1.735, 1.415, -0.092], [1.801, 0.158, -0.316], [0.560, -0.459, -0.957], [-0.549, -0.204, -0.463], [0.251, 2.339, 0.295], [-2.707, -0.866, -0.870], [1.907, -0.655, 0.886], [0.637, -0.961, -1.935]],
  "de_lowest_kj_mol": 35.9,
  "homo_energy_ev": [-24.592, -20.634],
  "total_charge": 3,
  "gap_ev": [10.18, 4.25]
}